[1]
Density functional theory data (ωB97M-V/def2-TZVPD) for a structure of composition C31H43As3BrF6HfI2N5O3P2S4 in a non-equilibrium geometry.

Computed properties:
Largest force on an atom, eV/Å: 2.8
Charge: +1
E_LUMO (spin up / spin down), eV: -2.832 / -4.833
2S+1: 2
Energy relative to the best compared isomer or geometry (same formula, charge and spin), kJ/mol: 245.9

Last column: Löwdin charge in e.
Geometry (Å):
Hf1 1.15317 0.31228 -1.13134  1.07
S1 3.92702 5.55318 0.28830  -0.01
As1 5.56323 4.52148 0.90890  0.39
S2 4.22837 2.83926 -1.80360  -0.02
S3 2.63141 2.31810 -0.66679  -0.04
S4 5.80569 2.74360 -0.49756  -0.05
C1 -1.36035 -4.40640 -3.31905  -0.10
N1 -0.46812 -3.26021 -3.29078  -0.28
C2 0.49552 -3.25770 -4.38528  -0.08
P1 -1.04030 -1.76332 -2.82795  0.56
O1 0.10229 -0.88039 -2.47369  -0.48
O2 -1.87419 -2.13093 -1.48858  -0.26
P2 -1.82285 -1.36554 -0.04447  0.56
O3 -0.71428 -0.36587 -0.04022  -0.47
N2 -3.28761 -0.63700 0.18099  -0.28
C3 -3.64053 0.47867 -0.69123  -0.09
C4 -4.45524 -1.40045 0.58774  -0.08
N3 -1.51544 -2.64695 0.95251  -0.27
C5 -2.25274 -3.89661 0.84686  -0.09
C6 -0.90277 -2.45878 2.25392  -0.08
N4 -2.14677 -0.95533 -3.74753  -0.28
C7 -1.59572 -0.19978 -4.86579  -0.19
C8 -3.44125 -1.54658 -4.03192  -0.09
H1 -0.77872 -5.31157 -3.14487  0.07
H2 -1.87299 -4.51263 -4.27886  0.09
H3 -2.09172 -4.30580 -2.52197  0.07
H4 1.24891 -4.02965 -4.21040  0.10
H5 0.99207 -2.28897 -4.43108  0.06
H6 0.02126 -3.44834 -5.35051  0.10
H7 -2.76690 1.08645 -0.90410  -0.01
H8 -4.37086 1.10322 -0.17859  0.10
H9 -4.06685 0.13409 -1.63476  0.08
H10 -4.20138 -2.10564 1.37242  0.07
H11 -4.91349 -1.94116 -0.24424  0.09
H12 -5.18521 -0.69843 0.98956  0.10
H13 -2.75196 -3.94042 -0.11525  0.07
H14 -2.99482 -3.99908 1.64383  0.09
H15 -1.55326 -4.73228 0.92103  0.07
H16 -1.64944 -2.39841 3.05175  0.10
H17 -0.32250 -1.53801 2.25971  0.06
H18 -0.24091 -3.30611 2.45906  0.10
H19 -0.58366 0.10923 -4.62262  -0.03
H20 -2.19150 0.69866 -5.01656  0.08
H21 -1.57715 -0.78481 -5.78763  0.09
H22 -3.82176 -2.03826 -3.14026  0.07
H23 -3.40388 -2.26972 -4.85127  0.09
H24 -4.12005 -0.74486 -4.32329  0.10
C9 -2.00105 0.89055 5.35246  -0.07
C10 -2.41763 0.47344 4.10024  -0.08
C11 -1.57988 0.60519 3.00624  -0.18
C12 -0.31293 1.17500 3.12980  -0.31
C13 0.11873 1.52510 4.40933  -0.09
C14 -0.71900 1.39195 5.50505  -0.06
As2 0.76455 1.60897 1.47438  1.25
C15 -0.32550 3.19976 1.03192  -0.43
C16 -1.71417 3.16529 1.09272  -0.14
C17 -2.46649 4.24791 0.66620  -0.08
C18 -1.84405 5.37573 0.16406  -0.07
C19 -0.46195 5.42646 0.11486  -0.07
C20 0.29117 4.34641 0.53435  -0.20
C21 2.19526 2.57135 2.48511  -0.41
C22 3.45862 2.01065 2.64173  -0.15
C23 4.45674 2.66956 3.34422  -0.14
C24 4.20877 3.91978 3.89087  -0.13
C25 2.95515 4.49102 3.74660  -0.08
C26 1.95453 3.81471 3.07048  -0.12
H25 -2.66186 0.81406 6.20270  0.11
H26 -3.41052 0.06688 3.97102  0.11
H27 -1.92567 0.26148 2.03856  0.05
H28 1.11376 1.92705 4.55271  0.09
H29 -0.37013 1.70282 6.47834  0.11
H30 -2.21413 2.28893 1.47953  0.08
H31 -3.54262 4.20591 0.72710  0.10
H32 -2.43156 6.20463 -0.19426  0.11
H33 0.04234 6.30433 -0.25497  0.11
H34 1.37128 4.40340 0.47636  0.01
H35 3.68621 1.04459 2.20039  0.08
H36 5.41635 2.19332 3.49574  0.11
H37 4.98589 4.42905 4.44184  0.11
H38 2.74811 5.46010 4.17228  0.11
H39 0.96846 4.25746 2.97901  0.11
I1 -0.51951 2.22727 -2.28704  0.49
I2 0.61807 1.97181 -6.72596  0.17
Br1 1.07612 -5.59895 -0.55453  0.83
C27 1.72908 -4.00670 0.21567  -0.63
C28 2.68504 -4.03001 1.21982  -0.07
C29 3.12556 -2.81500 1.71911  -0.01
C30 2.61811 -1.63997 1.19296  -0.11
N5 1.69691 -1.62227 0.22396  -0.04
C31 1.25218 -2.78827 -0.24066  -0.22
H40 3.08068 -4.96177 1.58942  0.12
H41 3.87269 -2.78678 2.49427  0.12
H42 2.96527 -0.67394 1.54903  0.09
H43 0.52036 -2.77712 -1.03578  0.06
F1 3.58547 -0.28697 -1.20870  -0.39
As3 3.61405 -0.76266 -3.02889  0.87
F2 2.34608 -1.87730 -2.43434  -0.28
F3 4.77055 -1.99824 -2.66143  -0.21
F4 3.34449 -1.25726 -4.63808  -0.19
F5 4.81457 0.36711 -3.41854  -0.21
F6 2.27571 0.51193 -3.15184  -0.39

---

[2]
Density functional theory data (ωB97M-V/def2-TZVPD) for a structure of composition C31H43AuN2O7PS.

Computed properties:
Largest force on an atom, eV/Å: 0.4
Charge: -1
E_LUMO, eV: 1.367
Energy relative to the best compared isomer or geometry (same formula, charge and spin), kJ/mol: 52.7

Last column: Löwdin charge in e.
Geometry (Å):
Au1 0.49775 1.53958 0.58553  0.77
C1 5.63151 -0.36726 -1.05528  -0.21
C2 4.84045 0.64794 -1.87149  -0.19
C3 3.34408 0.28436 -1.89865  -0.20
C4 2.92136 -0.48934 -0.63657  -0.44
C5 3.71442 0.05971 0.55572  -0.22
C6 5.19704 -0.31542 0.41706  -0.19
P1 1.11257 -0.41449 -0.33826  0.93
C7 0.23769 -0.86243 -1.88538  -0.41
C8 0.18916 0.23190 -2.95781  -0.21
C9 -0.88252 -0.10661 -4.00699  -0.18
C10 -1.02368 -1.62165 -4.22529  -0.19
C11 0.30434 -2.32010 -3.97222  -0.19
C12 0.70169 -2.20280 -2.49374  -0.19
C13 0.70692 -1.80571 0.80578  -0.39
C14 0.72292 -1.36647 2.28248  -0.22
C15 0.62302 -2.59541 3.17942  -0.19
C16 1.90098 -3.44274 3.07986  -0.19
C17 2.55234 -3.31880 1.69547  -0.19
C18 1.49394 -3.12502 0.61358  -0.18
H1 6.70558 -0.19585 -1.14528  0.10
H2 5.44656 -1.36613 -1.46248  0.11
H3 5.22349 0.71726 -2.89128  0.11
H4 4.97015 1.63828 -1.42624  0.11
H5 3.11969 -0.31220 -2.78525  0.10
H6 2.75251 1.20150 -1.97651  0.10
H7 3.18666 -1.54347 -0.75677  0.10
H8 3.31766 -0.28835 1.50864  0.08
H9 3.59165 1.14654 0.56732  0.10
H10 5.38219 -1.28210 0.89194  0.10
H11 5.80064 0.41902 0.95571  0.11
H12 -0.79096 -0.99493 -1.52238  0.10
H13 1.16251 0.30153 -3.44588  0.09
H14 -0.00789 1.20698 -2.50511  0.09
H15 -0.62897 0.38894 -4.94799  0.10
H16 -1.84119 0.29828 -3.68739  0.08
H17 -1.38146 -1.82312 -5.23675  0.11
H18 -1.77374 -2.03414 -3.54410  0.09
H19 1.07514 -1.86460 -4.60427  0.11
H20 0.25406 -3.37334 -4.25260  0.11
H21 1.78654 -2.31307 -2.40810  0.09
H22 0.24723 -3.01913 -1.93081  0.10
H23 -0.33248 -2.01379 0.53955  0.10
H24 -0.09494 -0.67030 2.46594  0.08
H25 1.63709 -0.81175 2.51902  0.09
H26 -0.24486 -3.18365 2.87029  0.12
H27 0.44499 -2.29607 4.21413  0.11
H28 1.66104 -4.48957 3.27926  0.11
H29 2.61652 -3.13412 3.84754  0.10
H30 3.15166 -4.20645 1.47794  0.11
H31 3.24670 -2.47345 1.68370  0.09
H32 0.77466 -3.94739 0.66223  0.13
H33 1.94136 -3.19254 -0.37640  0.08
N1 -2.30692 2.24873 -0.37974  0.08
C19 -2.86776 0.96329 -0.34369  -0.35
C20 -3.42631 0.40922 -1.49302  -0.06
C21 -3.67461 -0.95049 -1.56134  -0.08
C22 -3.40937 -1.77034 -0.47366  -0.28
C23 -3.02275 -1.18816 0.72399  -0.07
C24 -2.73514 0.16839 0.79180  -0.05
S1 -3.39529 -3.54626 -0.68964  0.40
O1 -2.28554 -3.73967 -1.62332  -0.37
O2 -4.69330 -3.88534 -1.24515  -0.36
O3 -3.13226 -4.07280 0.64261  -0.38
H34 -2.53899 2.78351 -1.20389  0.09
H35 -2.42064 2.81537 0.45163  0.06
H36 -3.59825 1.04165 -2.35664  0.10
H37 -4.03282 -1.39795 -2.48003  0.12
H38 -2.86482 -1.83268 1.57727  0.11
H39 -2.34714 0.60218 1.70902  0.10
O4 -0.50855 2.18912 3.66399  0.03
C25 -0.73288 3.00727 2.78630  -0.66
O5 -0.04717 3.21751 1.71667  -0.24
C26 -1.95483 3.89657 2.90242  -0.13
C27 -2.95470 3.55740 3.80825  0.00
C28 -4.10435 4.32726 3.91791  -0.05
C29 -4.26031 5.46211 3.13678  -0.01
C30 -3.24969 5.77931 2.24790  -0.14
C31 -2.10863 5.01639 2.09563  0.05
N2 -3.40655 6.99288 1.41360  -0.35
O6 -2.60109 7.17450 0.52355  0.07
O7 -4.33250 7.73764 1.67377  0.06
H40 -2.80527 2.67904 4.42110  0.12
H41 -4.88186 4.04582 4.61532  0.11
H42 -5.13751 6.08798 3.20327  0.12
H43 -1.34798 5.28248 1.37649  0.13

---

[3]
Density functional theory data (ωB97M-V/def2-TZVPD) for a structure of composition C31H43Cl3N7O3PS2SiTeTl in a non-equilibrium geometry.

Computed properties:
Largest force on an atom, eV/Å: 2.3
Charge: -1
E_LUMO, eV: 2.114
Energy relative to the best compared isomer or geometry (same formula, charge and spin), kJ/mol: 0.0

Last column: Löwdin charge in e.
Geometry (Å):
Tl1 1.80049 -0.60015 0.44931  0.64
C1 5.69581 0.72097 -2.01609  -0.02
C2 4.27993 0.63051 -1.39712  -0.25
N1 4.01508 -0.29350 -0.57703  -0.05
N2 5.02792 -1.16243 -0.30675  -0.01
C3 4.88068 -1.88837 0.80853  -0.84
N3 5.90924 -2.70507 1.13783  0.05
S1 3.57380 -1.98302 1.96113  0.55
C4 3.19647 1.55917 -1.77855  -0.22
C5 3.46209 2.79320 -2.44097  0.00
C6 2.39765 3.68314 -2.60182  -0.07
C7 1.11231 3.25187 -2.29188  -0.08
C8 0.94264 2.04716 -1.64348  -0.16
N4 1.98340 1.25375 -1.34144  0.07
H1 5.91623 -0.27716 -2.38076  0.07
H2 6.46393 0.92394 -1.26859  0.08
H3 5.74461 1.47032 -2.81060  0.06
H4 6.70905 -2.75276 0.57066  0.08
H5 5.81109 -3.27139 1.94791  0.06
H6 4.45860 3.11033 -2.72846  0.10
H7 2.54225 4.74052 -2.95773  0.12
H8 0.24730 3.88432 -2.38756  0.11
H9 -0.02737 1.66082 -1.32334  0.07
C9 1.38895 2.48852 5.35644  -0.21
Si1 0.67071 3.71550 4.13968  0.52
C10 -0.37745 4.91863 5.11059  -0.19
C11 2.22366 4.74615 3.67460  -0.17
C12 -0.32224 2.89838 2.71571  -0.27
C13 -1.55169 3.45976 2.32775  -0.11
C14 -2.29113 2.94227 1.32197  -0.08
C15 -1.79242 1.81278 0.68896  -0.15
N5 -0.65325 1.24693 1.02805  0.01
C16 0.09305 1.74557 2.01687  -0.82
S2 1.62560 0.95973 2.35086  0.59
H10 1.84373 3.19136 6.15492  0.06
H11 2.23109 2.01179 4.85654  0.00
H12 0.71970 1.73787 5.72736  -0.01
H13 0.38666 5.35201 5.78016  0.03
H14 -1.14580 4.51719 5.76843  0.03
H15 -0.78962 5.80742 4.67145  0.02
H16 2.88773 4.73893 4.55298  0.03
H17 1.94352 5.76459 3.43771  0.01
H18 2.75187 4.31232 2.81352  0.03
H19 -1.86590 4.38707 2.78450  0.09
H20 -3.25617 3.38979 0.96901  0.12
H21 -2.35595 1.33236 -0.16822  0.12
C17 -4.95901 -0.17379 -3.64664  -0.08
C18 -3.75177 0.56808 -3.13378  -0.30
O1 -2.67781 0.45923 -4.07786  -0.32
P1 -1.31302 -0.22303 -3.52820  0.05
O2 -1.29714 0.05690 -2.06731  -0.38
Te1 0.37525 0.56713 -4.94753  0.33
O3 -1.61080 -1.80220 -3.78664  -0.31
C19 -1.83119 -2.15719 -5.18737  -0.34
C20 -2.24752 -3.60471 -5.20658  -0.08
H22 -5.80185 -0.15580 -2.94804  0.07
H23 -4.75911 -1.23766 -3.94558  0.09
H24 -5.22840 0.27691 -4.57131  0.05
H25 -3.43453 0.11752 -2.23177  0.07
H26 -4.00648 1.59346 -2.91297  0.11
H27 -0.88502 -2.00758 -5.70542  0.04
H28 -2.59896 -1.51866 -5.63260  0.10
H29 -1.43999 -4.20350 -4.80574  0.05
H30 -2.40174 -3.90670 -6.27905  0.09
H31 -3.16799 -3.71176 -4.61480  0.08
Cl1 -1.08819 -0.02318 3.96165  0.74
C21 -2.14955 -0.86766 5.06192  -1.60
Cl2 -2.15866 -0.16389 6.68700  0.60
Cl3 -1.57509 -2.53330 5.18348  0.62
C22 -3.53751 -0.89417 4.51931  -0.37
N6 -4.56998 -1.05835 4.06743  0.18
C23 -2.40168 -1.62016 0.49162  -0.08
N7 -1.93356 -2.60690 1.47769  -0.23
C24 -2.82733 -3.74015 1.57452  -0.12
C25 -0.51190 -2.90815 1.38654  -0.18
C26 0.03807 -3.06738 -0.00775  -0.25
C27 -0.41521 -4.13053 -0.80259  -0.05
C28 -0.02175 -4.28192 -2.09964  -0.10
C29 0.83501 -3.37156 -2.67412  -0.10
C30 1.38955 -2.39325 -1.87655  -0.13
C31 0.91857 -2.19109 -0.59417  -0.26
H32 -2.58024 -2.11934 -0.40892  0.06
H33 -1.63853 -0.82448 0.26183  0.06
H34 -3.26968 -1.05653 0.78340  0.08
H35 -3.71982 -3.41640 2.04639  0.06
H36 -2.45088 -4.56245 2.18935  0.08
H37 -3.15430 -4.16467 0.63405  0.07
H38 -0.33531 -3.86520 1.89734  0.13
H39 0.06737 -2.14123 1.91219  0.07
H40 -1.09221 -4.89458 -0.39278  0.11
H41 -0.43149 -5.17636 -2.61362  0.11
H42 1.18014 -3.47095 -3.70245  0.11
H43 1.96340 -1.66592 -2.43693  0.09